{"formula": "C5H9NO", "method": "ωB97M-V with the def2-TZVPD basis set", "gap_ev": 8.77, "largest_force_ev_per_a": 0.56, "e_tot_ha": -325.69480, "e_above_lowest_kj_mol": 637.3, "charge": 0, "spin_multiplicity": 1, "elements": ["C", "C", "N", "C", "C", "C", "O", "H", "H", "H", "H", "H", "H", "H", "H", "H"], "positions_angstrom": [[-1.750, 0.665, 1.169], [-1.026, -0.771, 0.081], [-0.887, 0.929, -0.343], [0.061, -0.117, -0.663], [1.429, 0.038, -0.038], [2.410, -0.988, -0.545], [2.206, -1.719, -1.486], [-0.999, 0.748, 1.950], [-2.247, 1.642, 1.048], [-2.529, -0.038, 1.481], [-1.802, -1.121, -0.615], [-1.548, 1.077, -1.103], [0.093, -0.306, -1.736], [1.362, -0.044, 1.054], [1.849, 1.033, -0.252], [3.378, -1.029, -0.001]], "atomic_forces_ev_per_a": [[-0.2, 0.3, 0.4], [0.1, -0.4, -0.3], [-0.1, 0.2, -0.1], [0.1, 0.0, -0.1], [-0.1, 0.0, 0.0], [-0.1, -0.2, -0.3], [0.1, 0.3, 0.4], [-0.1, 0.0, -0.1], [0.1, -0.2, 0.0], [0.2, 0.1, -0.1], [0.1, 0.0, 0.1], [0.1, -0.1, 0.1], [0.0, 0.0, 0.1], [0.0, 0.0, -0.1], [0.0, -0.1, 0.0], [-0.1, 0.0, -0.1]]}

---

{"formula": "C29H51FO16P", "method": "ωB97M-V with the def2-TZVPD basis set", "gap_ev": 6.04, "largest_force_ev_per_a": 5.25, "e_tot_ha": -2780.49134, "charge": -1, "spin_multiplicity": 1, "elements": ["C", "C", "O", "O", "C", "C", "C", "C", "C", "P", "F", "O", "C", "C", "C", "C", "C", "C", "C", "C", "C", "C", "O", "H", "H", "H", "H", "H", "H", "H", "H", "H", "H", "H", "H", "H", "H", "H", "H", "H", "H", "H", "H", "H", "H", "H", "H", "H", "H", "H", "C", "O", "C", "O", "O", "C", "H", "H", "H", "H", "H", "H", "C", "O", "C", "O", "O", "C", "H", "H", "H", "H", "H", "H", "C", "O", "C", "O", "O", "C", "H", "H", "H", "H", "H", "H", "C", "O", "C", "O", "O", "C", "H", "H", "H", "H", "H", "H"], "positions_angstrom": [[2.838, -0.549, 1.725], [2.230, 0.683, 0.916], [0.997, 0.643, 0.650], [2.931, 1.858, 0.499], [4.170, 1.547, -0.191], [3.972, 1.230, -1.774], [5.040, 0.145, -2.306], [4.380, -0.958, -3.316], [4.195, -2.308, -2.417], [2.807, -3.447, -3.099], [3.666, -3.793, -4.571], [3.270, -4.882, -2.222], [2.671, -4.963, -0.894], [1.872, -3.591, -0.579], [0.524, -3.636, 0.288], [-0.760, -4.113, -0.549], [-1.664, -2.932, -1.118], [-1.377, -2.227, -2.480], [-2.302, -1.113, -3.026], [-3.568, -0.594, -2.284], [-3.876, -1.303, -0.894], [-2.935, -2.428, -0.353], [1.861, -2.807, -1.778], [2.048, -1.351, 1.970], [3.697, -1.018, 1.129], [3.306, -0.144, 2.694], [4.782, 0.714, 0.292], [4.835, 2.493, -0.151], [4.190, 2.210, -2.344], [2.887, 0.948, -1.990], [5.500, -0.396, -1.402], [5.929, 0.629, -2.862], [5.070, -1.166, -4.202], [3.349, -0.600, -3.655], [3.970, -1.916, -1.352], [5.171, -2.908, -2.322], [2.167, -2.414, -3.896], [1.697, -4.265, -3.581], [3.612, -4.895, -0.230], [2.220, -5.968, -0.571], [2.601, -3.065, 0.157], [0.376, -2.650, 0.862], [0.699, -4.439, 1.106], [-1.428, -4.711, 0.181], [-0.412, -4.739, -1.437], [-0.478, -2.571, -3.104], [-2.078, -0.641, -4.044], [-4.227, 0.227, -2.711], [-4.821, -0.956, -0.338], [-3.266, -2.893, 0.647], [6.214, 2.368, 7.240], [5.853, 2.669, 5.893], [4.530, 2.793, 5.693], [3.671, 2.673, 6.533], [4.331, 3.073, 4.395], [2.959, 3.233, 4.033], [7.301, 2.291, 7.286], [5.897, 3.168, 7.912], [5.787, 1.411, 7.549], [2.513, 4.068, 4.579], [2.403, 2.311, 4.215], [2.916, 3.455, 2.966], [-7.993, -3.024, -5.111], [-7.424, -2.227, -4.075], [-8.310, -1.458, -3.422], [-9.497, -1.398, -3.641], [-7.646, -0.768, -2.481], [-8.473, 0.098, -1.707], [-7.188, -3.601, -5.567], [-8.729, -3.720, -4.703], [-8.444, -2.392, -5.880], [-9.228, -0.475, -1.164], [-8.942, 0.853, -2.341], [-7.836, 0.604, -0.980], [-11.483, -0.316, -6.321], [-11.579, -0.505, -7.733], [-10.841, 0.355, -8.455], [-10.139, 1.231, -8.014], [-11.022, 0.068, -9.756], [-10.292, 0.909, -10.647], [-12.116, -1.062, -5.840], [-10.456, -0.465, -5.981], [-11.843, 0.676, -6.040], [-9.218, 0.809, -10.478], [-10.605, 1.950, -10.537], [-10.513, 0.588, -11.665], [9.879, 4.896, 12.021], [8.709, 4.534, 11.290], [7.759, 5.484, 11.266], [7.825, 6.567, 11.794], [6.722, 5.017, 10.551], [5.629, 5.928, 10.439], [10.574, 4.057, 11.973], [10.359, 5.769, 11.573], [9.635, 5.084, 13.069], [5.939, 6.842, 9.928], [5.216, 6.157, 11.424], [4.853, 5.446, 9.844]], "atomic_forces_ev_per_a": [[1.1, 0.7, -0.1], [-4.6, -0.3, -1.0], [4.6, 0.5, 1.2], [0.3, -2.8, 0.6], [1.6, 0.7, -1.4], [0.7, 0.5, 0.1], [0.0, -0.2, -0.6], [0.5, -0.5, 1.7], [1.2, 0.6, -0.4], [-1.7, 1.0, -1.3], [0.2, -0.5, 1.4], [-0.7, 0.1, 1.4], [2.1, 0.7, 0.6], [1.2, 1.0, 0.7], [0.3, -0.9, -0.3], [-0.7, 0.9, 0.2], [-2.4, 2.9, -1.4], [-2.6, 0.6, 1.7], [-1.1, -0.9, 2.5], [2.8, -3.8, 2.2], [2.8, -0.4, -2.6], [0.1, 1.5, -2.6], [-1.5, -1.8, 2.0], [1.1, 1.7, -0.7], [-1.3, 0.5, 0.8], [-0.7, -0.6, -1.3], [-1.1, 1.0, -0.4], [-1.2, -1.4, 0.3], [-0.6, -1.4, 0.9], [1.5, 0.1, 0.4], [-0.7, 0.7, -1.3], [-1.4, -0.4, 1.0], [-1.1, 0.4, 1.1], [1.5, -0.5, 0.3], [0.0, -0.9, -1.6], [-1.1, 1.0, -0.4], [0.5, 0.5, 0.4], [0.3, -0.1, 0.1], [-1.4, -0.2, -0.4], [0.0, 1.3, -1.2], [-0.9, -0.6, -0.9], [0.0, -1.3, -1.2], [-0.1, 1.2, -1.2], [1.0, 0.7, -1.4], [-0.5, 0.7, 1.3], [-1.4, 0.7, 1.1], [-0.2, -0.9, 1.7], [1.0, -1.3, 0.7], [1.8, -0.8, -0.8], [0.8, 0.7, -1.7], [0.2, -0.1, 0.4], [-0.3, 0.1, -0.1], [0.0, 0.0, -0.3], [0.4, 0.1, -0.3], [0.3, -0.1, 0.5], [-0.5, 0.1, -0.3], [-0.1, 0.1, -0.3], [-0.1, -0.2, 0.0], [-0.1, 0.2, 0.0], [0.0, -0.2, 0.1], [0.0, 0.2, 0.1], [0.3, -0.1, 0.1], [-0.1, -0.3, -0.3], [-0.3, 0.3, 0.3], [0.4, -0.1, 0.0], [0.3, 0.0, 0.0], [-0.2, -0.3, -0.4], [-0.2, 0.3, 0.3], [0.1, 0.2, 0.2], [0.0, 0.2, -0.1], [-0.1, -0.1, 0.2], [0.0, 0.1, -0.2], [-0.1, -0.2, 0.0], [0.1, -0.2, -0.2], [0.1, 0.0, 0.5], [0.2, 0.3, -0.5], [-0.1, -0.1, 0.1], [-0.3, -0.3, -0.2], [0.0, 0.0, 0.4], [0.2, 0.2, -0.3], [0.0, 0.0, -0.3], [-0.1, 0.2, 0.0], [0.2, 0.0, -0.1], [-0.1, 0.1, 0.1], [0.2, -0.1, 0.1], [-0.1, -0.2, 0.2], [0.4, 0.0, 0.2], [-0.3, 0.2, -0.1], [-0.1, -0.1, -0.1], [0.0, -0.4, -0.2], [0.4, 0.0, 0.2], [-0.4, 0.2, -0.1], [-0.3, 0.0, -0.2], [-0.1, 0.0, 0.1], [0.0, 0.1, -0.2], [0.0, 0.0, 0.2], [0.2, 0.1, -0.1], [0.3, -0.2, 0.1]]}

---

{"formula": "C3H12O3", "method": "ωB97M-V with the def2-TZVPD basis set", "smiles": "CO.CO.CO", "gap_ev": 10.96, "largest_force_ev_per_a": 2.13, "e_tot_ha": -347.14093, "e_above_lowest_kj_mol": 177.6, "charge": 0, "spin_multiplicity": 1, "elements": ["C", "O", "H", "H", "H", "H", "C", "O", "H", "H", "H", "H", "C", "O", "H", "H", "H", "H"], "positions_angstrom": [[-0.790, -0.071, 2.856], [-0.640, -0.467, 1.548], [-1.504, -0.795, 3.250], [0.144, -0.224, 3.396], [-1.233, 0.889, 3.122], [0.131, -0.052, 1.154], [4.332, 1.152, 1.838], [3.352, 1.232, 0.817], [3.868, 0.838, 2.773], [5.117, 0.449, 1.559], [4.792, 2.138, 1.902], [3.914, 1.479, 0.079], [-3.631, -1.070, -3.676], [-3.939, -1.557, -5.001], [-2.702, -1.529, -3.335], [-3.491, 0.010, -3.707], [-4.468, -1.195, -2.990], [-3.251, -1.228, -5.584]], "atomic_forces_ev_per_a": [[-0.3, -1.1, 1.8], [0.0, 0.3, -1.7], [0.0, -0.1, 0.4], [0.1, 0.3, 0.3], [0.2, 0.5, -0.7], [0.0, 0.1, 0.0], [0.1, 0.2, 0.0], [0.2, -0.2, -0.2], [0.1, 0.2, -0.1], [0.0, -0.2, 0.2], [0.1, 0.0, 0.7], [-0.6, 0.0, -0.6], [0.2, 0.5, -0.9], [-0.3, 0.1, 0.8], [-0.2, -0.1, 0.4], [0.2, 0.2, 0.0], [0.1, -0.6, -0.2], [0.0, 0.0, 0.0]]}

---

{"formula": "C6H12N2O", "method": "ωB97M-V with the def2-TZVPD basis set", "smiles": "[H]/N=C/O/C(=N/[H])C(C)(C)C", "gap_ev": 10.90, "largest_force_ev_per_a": 1.18, "e_tot_ha": -420.55432, "e_above_lowest_kj_mol": 77.7, "charge": 0, "spin_multiplicity": 1, "elements": ["H", "N", "C", "O", "C", "N", "H", "C", "C", "C", "C", "H", "H", "H", "H", "H", "H", "H", "H", "H", "H"], "positions_angstrom": [[1.015, -3.237, 1.430], [0.967, -2.320, 1.007], [1.246, -2.273, -0.219], [1.237, -1.141, -0.921], [1.075, 0.034, -0.212], [2.129, 0.567, 0.200], [2.018, 1.450, 0.687], [-0.345, 0.561, -0.124], [-0.449, 1.776, -1.058], [-1.373, -0.494, -0.536], [-0.620, 0.980, 1.326], [1.514, -3.112, -0.880], [-1.462, 2.181, -1.019], [-0.228, 1.491, -2.082], [0.248, 2.555, -0.761], [-2.381, -0.101, -0.422], [-1.279, -1.372, 0.102], [-1.227, -0.791, -1.573], [-0.418, 0.146, 1.996], [-1.664, 1.271, 1.434], [-0.002, 1.828, 1.624]], "atomic_forces_ev_per_a": [[0.1, -0.2, -0.3], [-0.1, 0.5, 0.1], [0.1, -1.1, 0.2], [0.1, -0.1, -0.6], [0.1, 0.8, 0.5], [0.4, -0.2, -0.1], [-0.4, 0.0, -0.1], [-0.3, 0.1, 0.1], [-0.1, -0.2, 0.1], [0.2, -0.1, 0.0], [0.1, 0.0, -0.1], [-0.1, 0.3, 0.3], [0.0, 0.0, 0.0], [0.0, 0.0, -0.2], [0.1, 0.1, 0.0], [0.0, 0.1, 0.0], [-0.1, 0.0, 0.0], [-0.1, 0.0, 0.0], [0.0, 0.0, 0.1], [-0.1, 0.1, 0.0], [0.0, 0.0, 0.0]]}

---

{"formula": "C6H15As2F12N3O3Tl", "method": "ωB97M-V with the def2-TZVPD basis set", "gap_ev": 3.03, "largest_force_ev_per_a": 3.63, "e_tot_ha": -6469.82141, "e_above_lowest_kj_mol": 0.0, "charge": 1, "spin_multiplicity": 1, "elements": ["Tl", "As", "F", "F", "F", "F", "F", "F", "As", "F", "F", "F", "F", "F", "F", "O", "C", "N", "C", "H", "H", "H", "H", "H", "O", "C", "N", "C", "H", "H", "H", "H", "H", "O", "C", "N", "C", "H", "H", "H", "H", "H"], "positions_angstrom": [[-1.218, -0.721, -0.750], [-2.928, -3.546, 2.419], [-2.154, -2.378, 1.336], [-4.512, -2.939, 2.119], [-3.495, -4.765, 3.546], [-1.253, -4.085, 2.752], [-2.642, -2.383, 3.717], [-3.079, -4.702, 1.126], [-1.259, 3.224, 1.464], [-1.152, 4.386, 0.120], [-2.971, 3.125, 1.281], [-1.466, 2.030, 2.763], [0.479, 3.327, 1.625], [-1.390, 4.588, 2.541], [-1.059, 1.862, 0.344], [-0.073, 1.396, -2.411], [0.475, 2.434, -2.829], [0.215, 3.639, -2.361], [1.484, 2.401, -3.949], [-0.365, 3.829, -1.536], [0.734, 4.405, -2.759], [1.676, 1.334, -4.080], [2.397, 2.939, -3.704], [1.145, 2.785, -4.911], [-0.748, -0.271, 2.054], [-0.156, -0.525, 3.120], [-0.414, -1.608, 3.838], [0.799, 0.478, 3.727], [-1.061, -2.318, 3.470], [-0.016, -1.634, 4.763], [1.096, 0.271, 4.756], [0.297, 1.446, 3.752], [1.736, 0.437, 3.169], [1.091, -1.510, -2.139], [1.829, -1.892, -3.070], [1.332, -2.023, -4.295], [3.295, -2.194, -2.880], [1.946, -2.368, -5.014], [0.387, -1.736, -4.485], [3.818, -1.237, -2.859], [3.624, -2.732, -3.769], [3.556, -2.773, -2.001]], "atomic_forces_ev_per_a": [[0.5, 0.5, 0.4], [-1.0, -3.5, 0.4], [0.0, 0.6, -0.6], [0.9, 0.2, 0.1], [0.3, 1.3, -0.6], [-0.5, 0.5, -0.2], [-1.0, 0.0, -0.1], [0.3, 0.9, 0.3], [-0.6, 2.2, 0.7], [0.0, -1.0, 0.1], [0.4, 0.0, -0.3], [0.7, 0.3, -0.2], [-0.6, -0.8, 0.0], [0.0, -1.1, -0.3], [0.2, -0.3, -0.4], [0.4, -0.7, -0.4], [-0.7, 1.2, 0.4], [-0.1, 0.2, 0.4], [0.3, -1.4, -0.3], [0.1, -0.2, -0.1], [-0.1, 0.1, 0.1], [0.4, 0.2, -0.2], [0.0, -0.1, 0.3], [-0.5, 0.1, 0.2], [0.4, 0.5, -0.9], [-0.8, -0.7, 1.6], [0.6, 1.1, -0.7], [0.8, 0.6, 0.3], [0.4, -0.3, 0.3], [0.1, -0.5, 0.1], [-0.4, -0.6, 0.0], [0.3, 0.0, -0.6], [-0.2, 0.5, -0.4], [0.4, 0.1, 0.6], [-1.1, 0.1, 0.6], [0.7, -0.1, -0.1], [0.0, 0.1, -0.6], [-0.4, 0.1, -0.3], [0.0, -0.1, -0.1], [0.0, 0.0, 0.1], [0.2, 0.0, 0.1], [-0.4, 0.1, 0.1]]}

---

{"formula": "C13H24F3LiN3O3Ta", "method": "ωB97M-V with the def2-TZVPD basis set", "gap_ev": [8.56, 8.57], "largest_force_ev_per_a": 3.24, "e_tot_ha": -1263.44969, "e_above_lowest_kj_mol": 0.0, "charge": 2, "spin_multiplicity": 1, "elements": ["N", "C", "O", "Li", "Ta", "N", "N", "C", "C", "C", "C", "C", "C", "C", "C", "H", "H", "H", "H", "H", "H", "H", "H", "H", "H", "H", "H", "H", "H", "H", "H", "H", "H", "C", "H", "H", "H", "C", "H", "H", "H", "F", "C", "F", "F", "C", "O", "O"], "positions_angstrom": [[2.067, -0.495, 0.667], [3.157, -0.839, 1.096], [4.203, -1.180, 1.519], [0.313, 1.339, -2.395], [0.132, -0.137, 0.457], [-0.513, -1.512, -0.780], [-0.301, 1.508, -0.607], [-0.325, -2.957, -0.428], [0.450, 2.816, -0.755], [0.868, -3.474, -1.232], [-1.600, -3.721, -0.797], [-0.049, -3.143, 1.058], [0.036, 3.535, -2.051], [0.127, 3.693, 0.448], [1.925, 2.457, -0.851], [0.667, -3.432, -2.308], [1.065, -4.522, -0.959], [1.767, -2.880, -1.020], [-2.473, -3.261, -0.316], [-1.512, -4.758, -0.442], [-1.764, -3.756, -1.881], [0.860, -2.613, 1.388], [0.134, -4.216, 1.222], [-0.915, -2.865, 1.673], [0.436, 3.073, -2.987], [0.490, 4.537, -2.010], [-1.048, 3.671, -2.133], [-0.922, 4.009, 0.431], [0.747, 4.601, 0.412], [0.330, 3.174, 1.390], [2.278, 1.907, 0.033], [2.494, 3.397, -0.926], [2.178, 1.858, -1.757], [-1.790, 1.590, -0.495], [-2.170, 0.733, 0.102], [-2.115, 2.520, -0.004], [-2.256, 1.536, -1.496], [-1.016, -1.304, -2.155], [-2.089, -1.558, -2.208], [-0.917, -0.253, -2.491], [-0.473, -1.943, -2.871], [0.158, 1.551, 4.928], [-0.423, 0.451, 4.423], [0.142, -0.641, 4.991], [-1.734, 0.458, 4.736], [-0.255, 0.395, 2.891], [0.572, 1.119, 2.274], [-0.934, -0.468, 2.217]], "atomic_forces_ev_per_a": [[-1.0, 0.0, -0.4], [2.6, -1.0, 1.1], [-2.8, 1.0, -1.2], [0.3, -0.2, -0.7], [0.7, -0.1, -0.5], [0.5, 1.2, 0.2], [0.0, -0.9, 1.1], [-0.1, -0.7, -0.5], [-0.2, -0.2, 0.1], [0.2, -0.2, -0.1], [-0.1, -0.1, 0.0], [-0.2, 0.0, 0.2], [0.0, 0.3, -0.1], [0.2, 0.4, 0.1], [0.5, 0.3, 0.2], [0.2, -0.2, 0.2], [0.0, 0.4, -0.2], [-0.1, -0.2, 0.0], [0.1, -0.2, -0.1], [-0.1, 0.3, -0.1], [0.0, -0.1, 0.3], [-0.2, -0.2, 0.0], [0.0, 0.4, 0.1], [0.3, 0.0, -0.1], [-0.2, 0.4, 0.3], [-0.2, -0.3, -0.2], [0.2, 0.0, -0.1], [0.3, 0.1, 0.0], [-0.2, -0.3, 0.0], [0.0, 0.2, -0.3], [-0.1, 0.3, -0.3], [0.0, -0.5, -0.1], [0.0, 0.2, 0.3], [0.0, 0.1, -0.4], [-0.1, 0.2, -0.2], [0.2, -0.5, -0.1], [0.0, -0.1, 0.5], [-0.4, -0.2, 0.0], [0.4, 0.2, -0.1], [-0.2, -0.5, 0.3], [-0.2, 0.3, 0.3], [-0.5, -0.9, -0.7], [-0.3, 0.1, 1.8], [-0.4, 0.9, -0.9], [1.0, 0.0, -0.5], [0.9, 0.7, 0.0], [-1.0, -0.6, 0.8], [0.0, 0.1, -0.5]]}

---

- Which of these has the lowest charge?
  C29H51FO16P